1.
Below is a 6-piece molecular cluster, C29H56F5N2O5 overall, with properties calculated with the ωB97M-V functional and the def2-TZVPD basis.

The total energy comes out at -2123.31325 Ha. The value obtained for the HOMO-LUMO gap is 7.3 eV. As for the total charge: +1. For the lowest unoccupied orbital energy, the calculation gives -2.960 eV.

```
97
C29H56F5N2O5 | OMol25 | the ωB97M-V functional and the def2-TZVPD basis
F -0.24 1.89 2.69
C 0.33 1.86 1.51
F 1.58 2.19 1.64
F -0.24 2.75 0.75
C 0.21 0.48 0.87
F 0.82 0.58 -0.32
F 0.85 -0.44 1.56
C -1.23 0.11 0.60
C -1.90 -0.65 1.76
C -3.29 -0.18 2.24
C -3.89 1.05 1.58
C -4.71 0.65 0.37
N -5.54 1.72 -0.22
C -5.39 3.00 0.45
C -5.43 2.95 1.99
N -4.87 1.67 2.54
H -1.72 1.02 0.27
H -1.19 -0.54 -0.26
H -1.97 -1.69 1.47
H -1.24 -0.66 2.61
H -4.00 -0.99 2.13
H -3.23 0.01 3.31
H -3.17 1.82 1.38
H -5.39 -0.13 0.71
H -4.09 0.17 -0.38
H -6.51 1.45 -0.12
H -6.11 3.71 0.10
H -4.41 3.39 0.18
H -4.86 3.78 2.37
H -6.45 3.05 2.35
H -4.47 1.77 3.47
H -5.63 0.99 2.61
C -1.63 -3.68 5.39
C -1.57 -3.01 6.76
C -2.21 -1.66 6.48
O -3.16 -1.87 5.42
C -2.96 -3.17 4.85
H -1.57 -4.76 5.42
H -0.81 -3.31 4.77
H -2.18 -3.58 7.47
H -0.57 -2.93 7.17
H -1.47 -0.94 6.13
H -2.73 -1.25 7.35
H -3.78 -3.82 5.17
H -2.97 -3.10 3.76
C 5.28 -0.50 -0.44
C 3.87 -0.87 0.01
C 3.24 -1.37 -1.29
O 4.31 -1.93 -2.06
C 5.56 -1.58 -1.47
H 6.01 -0.48 0.36
H 5.27 0.48 -0.92
H 3.91 -1.69 0.74
H 3.32 -0.05 0.46
H 2.81 -0.54 -1.86
H 2.47 -2.12 -1.13
H 5.98 -2.48 -1.00
H 6.25 -1.25 -2.25
C -8.66 2.55 -3.40
C -9.68 3.57 -2.92
C -9.36 3.67 -1.44
O -7.95 3.43 -1.31
C -7.45 2.91 -2.55
H -8.46 2.59 -4.46
H -9.00 1.54 -3.15
H -9.51 4.53 -3.41
H -10.72 3.28 -3.10
H -9.89 2.91 -0.86
H -9.59 4.65 -1.02
H -6.85 3.69 -3.03
H -6.80 2.06 -2.35
C 5.69 3.99 -2.42
C 5.24 3.05 -3.54
C 6.58 2.57 -4.08
O 7.49 2.57 -2.98
C 6.91 3.27 -1.88
H 4.93 4.17 -1.66
H 5.98 4.96 -2.84
H 4.68 2.22 -3.12
H 4.63 3.53 -4.30
H 6.97 3.25 -4.85
H 6.52 1.56 -4.51
H 6.63 2.54 -1.12
H 7.65 3.95 -1.45
C 8.40 -4.62 -2.18
C 7.34 -4.40 -3.25
C 7.22 -5.78 -3.87
O 7.51 -6.72 -2.83
C 8.06 -6.03 -1.70
H 8.38 -3.89 -1.38
H 9.39 -4.61 -2.63
H 6.39 -4.11 -2.78
H 7.60 -3.63 -3.97
H 7.96 -5.92 -4.67
H 6.23 -5.98 -4.27
H 7.31 -6.01 -0.91
H 8.93 -6.57 -1.34
```



2.
Below is a 2-piece molecular cluster, C29H56INO7P overall, with properties calculated with the ωB97M-V functional and the def2-TZVPD basis.

The total energy comes out at -2358.87800 Ha. The value obtained for the HOMO-LUMO gap is 7.5 eV. As for the total charge: +1. For the lowest unoccupied orbital energy, the calculation gives -2.380 eV. Its energy above the lowest of the compared OMol25 structures with the same formula, charge and spin is 0.000 eV.

```
95
C29H56INO7P | OMol25 | the ωB97M-V functional and the def2-TZVPD basis
C -2.06 -2.36 -0.68
C -2.73 -1.22 -1.45
C -2.99 0.07 -0.62
I -1.79 0.21 1.20
O -2.97 1.25 -1.43
P -1.53 1.84 -1.78
O -0.46 0.85 -1.95
O -1.74 2.59 -3.18
O -1.25 2.99 -0.73
C -0.01 3.68 -0.96
C 1.14 3.09 -0.14
O 2.24 3.95 -0.32
C 3.10 4.02 0.80
C 4.16 2.90 0.77
O 4.98 3.02 -0.41
C 4.92 1.87 -1.17
C 3.84 1.58 -1.97
C 3.80 0.42 -2.70
C 4.83 -0.51 -2.69
C 4.86 -1.81 -3.51
C 3.44 -2.37 -3.81
C 5.51 -2.90 -2.57
C 5.77 -1.77 -4.78
C 5.85 -0.43 -5.56
C 6.88 0.58 -4.95
C 4.48 0.25 -5.85
C 6.45 -0.79 -6.98
C 5.90 -0.21 -1.86
C 5.94 0.95 -1.13
H -2.59 -2.60 0.25
H -2.11 -3.27 -1.30
H -0.99 -2.18 -0.51
H -3.70 -1.58 -1.80
H -2.11 -0.99 -2.33
H -4.02 -0.02 -0.26
H -1.13 2.18 -3.80
H -0.16 4.71 -0.59
H 0.24 3.78 -2.02
H 0.80 3.03 0.91
H 1.34 2.07 -0.50
H 3.65 4.96 0.84
H 2.54 3.97 1.76
H 4.74 2.91 1.69
H 3.62 1.94 0.70
H 3.03 2.30 -2.03
H 2.94 0.25 -3.34
H 3.17 -3.06 -3.00
H 2.66 -1.60 -3.83
H 3.44 -2.98 -4.72
H 5.33 -3.86 -3.08
H 5.05 -2.89 -1.58
H 6.59 -2.79 -2.50
H 6.79 -2.01 -4.46
H 5.47 -2.55 -5.49
H 7.47 1.07 -5.73
H 7.51 0.09 -4.20
H 6.32 1.36 -4.43
H 4.54 1.33 -5.62
H 4.22 0.20 -6.91
H 3.64 -0.15 -5.28
H 6.04 -1.72 -7.38
H 7.54 -0.85 -6.84
H 6.28 0.08 -7.62
H 6.77 -0.86 -1.77
H 6.80 1.18 -0.50
C -3.81 -1.45 4.66
C -4.84 -0.34 4.71
N -6.22 -0.73 4.22
C -6.08 -1.18 2.78
C -7.10 0.51 4.15
C -7.44 1.18 5.47
C -6.85 -1.89 4.97
C -6.95 -1.81 6.48
O -5.68 -1.74 7.07
C -5.70 -1.19 8.39
H -3.57 -1.73 3.63
H -2.89 -1.10 5.11
H -4.12 -2.35 5.19
H -4.51 0.49 4.08
H -4.94 0.04 5.72
H -5.57 -0.40 2.22
H -7.08 -1.35 2.39
H -5.52 -2.11 2.75
H -8.02 0.21 3.64
H -6.57 1.22 3.51
H -8.29 0.71 5.95
H -7.75 2.21 5.27
H -6.61 1.23 6.17
H -6.27 -2.77 4.70
H -7.85 -2.00 4.54
H -7.44 -2.73 6.82
H -7.59 -0.99 6.81
H -6.66 -1.35 8.88
H -5.49 -0.12 8.34
H -4.92 -1.67 8.97
```



3.
Below is a 3-piece molecular cluster, C29H56N3O overall, with properties calculated with the ωB97M-V functional and the def2-TZVPD basis.

The total energy comes out at -1377.81595 Ha. The value obtained for the HOMO-LUMO gap is 9.4 eV. As for the total charge: +1. For the lowest unoccupied orbital energy, the calculation gives -2.777 eV.

```
89
C29H56N3O | OMol25 | the ωB97M-V functional and the def2-TZVPD basis
C 5.82 -0.76 0.74
C 5.24 0.62 1.06
C 4.24 1.05 -0.03
C 2.81 0.72 0.37
C 1.83 0.99 -0.77
N 0.43 1.29 -0.26
C -0.18 2.49 -0.84
C -1.12 3.10 0.20
C -2.32 3.78 -0.31
O -2.31 2.40 0.36
C -0.35 0.14 -0.44
N -0.93 -0.23 -1.62
C -2.41 -0.07 -1.78
N -0.45 -0.63 0.59
C -1.12 -1.93 0.63
C -2.59 -1.83 0.94
C -3.09 -0.83 1.75
C -4.45 -0.74 2.00
C -5.32 -1.66 1.43
C -4.82 -2.67 0.64
C -3.46 -2.76 0.39
H 6.57 -1.06 1.47
H 5.01 -1.49 0.73
H 6.25 -0.76 -0.26
H 4.67 0.55 1.98
H 6.03 1.36 1.16
H 4.45 0.48 -0.94
H 4.33 2.10 -0.30
H 2.78 -0.35 0.61
H 2.51 1.28 1.26
H 2.17 1.85 -1.34
H 1.81 0.12 -1.43
H -0.77 2.30 -1.74
H 0.59 3.23 -1.05
H -0.64 3.52 1.08
H -2.55 3.59 -1.35
H -3.01 4.30 0.32
H -0.46 0.30 -2.35
H -2.86 0.36 -0.89
H -2.86 -1.05 -1.94
H -2.60 0.54 -2.66
H -0.02 -0.30 1.45
H -0.60 -2.55 1.36
H -1.00 -2.39 -0.35
H -2.45 -0.08 2.20
H -4.82 0.06 2.62
H -6.38 -1.57 1.62
H -5.49 -3.39 0.19
H -3.08 -3.55 -0.25
C -0.95 -1.75 -4.99
C -1.90 -0.70 -5.56
C -3.37 -1.09 -5.45
C -3.76 -2.35 -6.23
C -3.45 -2.30 -7.73
C -4.20 -1.20 -8.47
H -1.02 -2.69 -5.53
H 0.09 -1.41 -5.06
H -1.18 -1.95 -3.94
H -1.64 -0.49 -6.59
H -1.75 0.25 -5.01
H -3.99 -0.25 -5.79
H -3.63 -1.24 -4.40
H -4.83 -2.52 -6.10
H -3.25 -3.21 -5.79
H -3.71 -3.26 -8.16
H -2.37 -2.18 -7.88
H -5.28 -1.32 -8.35
H -3.97 -1.22 -9.53
H -3.93 -0.20 -8.10
C 3.09 -0.92 4.72
C 2.21 -0.01 5.57
C 2.48 1.48 5.33
C 3.90 1.94 5.67
C 4.33 1.67 7.11
C 3.48 2.39 8.15
H 4.15 -0.79 4.94
H 2.84 -1.97 4.89
H 2.94 -0.71 3.65
H 2.34 -0.25 6.62
H 1.16 -0.21 5.34
H 1.76 2.07 5.90
H 2.29 1.71 4.28
H 3.98 3.01 5.48
H 4.62 1.46 5.00
H 5.37 1.98 7.23
H 4.32 0.59 7.32
H 3.50 3.47 7.99
H 3.84 2.20 9.16
H 2.44 2.07 8.11
```



4.
Below is a 10-piece molecular cluster, C29H56N8O21 overall, with properties calculated with the ωB97M-V functional and the def2-TZVPD basis.

The total energy comes out at -3156.07339 Ha. The value obtained for the HOMO-LUMO gap (spin up / spin down) is 2.4 / 4.5 eV. As for the total charge: -1. For the lowest unoccupied orbital energy (spin up / spin down), the calculation gives -0.454 / -0.454 eV. As for the spin multiplicity: 2.

```
114
C29H56N8O21 | OMol25 | the ωB97M-V functional and the def2-TZVPD basis
C -5.34 -2.68 1.18
N -4.59 -2.77 -0.17
O -4.30 -1.65 -0.62
O -4.53 -3.90 -0.72
H -5.06 -3.47 1.87
H -6.40 -2.67 0.91
H -5.15 -1.71 1.65
C 5.25 0.26 -1.35
N 6.61 -0.13 -1.05
O 6.93 0.07 0.13
O 7.29 -0.78 -1.85
H 4.93 0.84 -0.49
H 4.68 -0.62 -1.64
H 5.29 0.97 -2.17
C 0.69 -5.81 -3.74
N 1.38 -6.53 -2.65
O 1.87 -5.81 -1.72
O 1.41 -7.75 -2.64
H 0.01 -6.48 -4.27
H 1.52 -5.45 -4.35
H 0.04 -5.02 -3.36
C 1.23 -4.99 2.74
N -0.20 -5.26 2.86
O -0.92 -4.54 2.19
O -0.55 -5.98 3.79
H 1.69 -5.39 3.65
H 1.34 -3.90 2.76
H 1.56 -5.56 1.88
C 5.46 -1.13 3.17
N 5.64 -0.19 4.30
O 5.21 -0.49 5.40
O 6.26 0.88 4.07
H 4.83 -1.89 3.63
H 6.34 -1.67 2.82
H 4.90 -0.48 2.49
C -4.60 2.74 -0.56
C -3.53 2.55 0.44
C -3.55 3.45 1.65
O -3.04 4.72 1.33
C -3.36 5.69 2.37
N -3.70 1.17 0.93
H -4.75 3.77 -0.88
H -5.53 2.51 -0.03
H -4.61 2.05 -1.41
H -2.62 2.61 -0.16
H -2.87 3.18 2.46
H -4.56 3.51 2.05
H -4.39 5.74 2.74
H -3.20 6.71 2.03
H -2.77 5.55 3.28
H -3.78 0.53 0.16
H -2.86 0.85 1.40
C -1.23 -2.60 4.96
C -1.50 -1.52 3.99
C -0.18 -1.35 3.20
O 0.99 -1.10 4.05
C 1.54 0.24 3.90
N -2.56 -2.02 3.14
H -0.37 -3.26 4.84
H -2.01 -3.35 5.03
H -1.03 -2.12 5.91
H -1.82 -0.64 4.55
H -0.39 -0.54 2.51
H 0.09 -2.19 2.56
H 2.16 0.28 3.00
H 2.06 0.60 4.78
H 0.81 1.06 3.84
H -3.34 -2.31 3.72
H -2.27 -2.81 2.59
C 1.82 -0.65 -5.37
C 0.39 -0.02 -5.34
C 0.05 0.80 -4.11
O 1.11 1.74 -3.85
C 2.14 1.37 -2.96
N 0.28 0.66 -6.63
H 2.11 -1.26 -4.51
H 2.64 0.06 -5.45
H 1.85 -1.34 -6.21
H -0.25 -0.91 -5.37
H -0.19 0.12 -3.29
H -0.84 1.35 -4.44
H 1.78 0.60 -2.27
H 2.56 2.19 -2.38
H 3.04 1.00 -3.45
H -0.57 1.20 -6.55
H 1.01 1.33 -6.85
C 2.55 -1.48 0.12
C 1.94 -2.65 -0.10
C 0.49 -2.77 -0.38
O -0.01 -3.87 -0.75
C -0.27 -1.53 -0.26
C 0.35 -0.34 -0.03
C 1.81 -0.20 0.20
O 2.35 0.79 0.45
O -0.33 0.89 -0.04
O 2.69 -3.77 0.21
H 3.59 -1.55 0.38
H -1.34 -1.54 -0.44
H 0.31 1.60 0.09
H 2.09 -4.47 -0.07
C -1.67 6.92 -1.06
C -2.04 6.68 -2.33
C -1.75 5.40 -3.03
O -2.22 5.08 -4.20
C -0.86 4.49 -2.25
C -0.49 4.84 -0.99
C -0.79 6.12 -0.30
O -0.27 6.49 0.82
O 0.29 4.01 -0.27
O -2.80 7.53 -3.07
H -2.06 7.87 -0.72
H -0.53 3.51 -2.58
H 0.36 4.46 0.58
H -2.83 7.20 -3.97
```



5.
Below is C29H57N2O2PSi4SnTe as an isolated structure, with properties calculated with the ωB97M-V functional and the def2-TZVPD basis.

The total energy comes out at -3380.53508 Ha. The value obtained for the HOMO-LUMO gap is 6.0 eV. As for the total charge: +2. For the lowest unoccupied orbital energy, the calculation gives -6.852 eV. Its energy above the lowest of the compared OMol25 structures with the same formula, charge and spin is 1.690 eV.

```
97
C29H57N2O2PSi4SnTe | OMol25 | the ωB97M-V functional and the def2-TZVPD basis
Sn -0.50 0.15 0.28
O -0.09 0.03 4.34
C 0.11 -0.10 3.16
O -0.76 -0.47 2.26
C 1.50 0.15 2.58
C 2.61 0.23 3.39
C 3.85 0.43 2.79
C 3.92 0.55 1.41
C 2.76 0.49 0.67
N 1.57 0.29 1.25
H 2.49 0.13 4.46
H 4.75 0.47 3.39
H 4.87 0.70 0.91
H 2.77 0.59 -0.41
N 0.04 -2.13 0.08
H 0.81 -2.35 0.71
H 0.28 -2.49 -0.85
H -0.76 -2.66 0.41
C -1.72 1.33 -3.32
C -0.43 0.59 -3.71
C -0.13 0.81 -5.20
C -0.67 -0.91 -3.50
P 0.96 1.04 -2.54
C 2.45 0.34 -3.33
C 3.10 0.89 -4.44
C 4.20 0.27 -5.00
C 4.68 -0.91 -4.46
C 4.05 -1.48 -3.36
C 2.95 -0.85 -2.81
C 1.18 2.90 -2.43
C 2.61 3.21 -1.99
C 0.87 3.74 -3.67
C 0.25 3.35 -1.28
H -2.54 0.93 -3.91
H -1.66 2.40 -3.51
H -1.97 1.18 -2.27
H -1.00 0.50 -5.78
H 0.72 0.22 -5.53
H 0.06 1.86 -5.44
H -1.45 -1.26 -4.17
H -1.01 -1.12 -2.48
H 0.23 -1.50 -3.70
H 2.73 1.80 -4.89
H 4.69 0.71 -5.86
H 5.55 -1.40 -4.90
H 4.42 -2.41 -2.94
H 2.46 -1.30 -1.94
H 3.34 3.02 -2.78
H 2.91 2.64 -1.11
H 2.68 4.27 -1.73
H 1.51 3.50 -4.51
H 1.04 4.80 -3.43
H -0.17 3.65 -4.00
H 0.61 2.94 -0.33
H -0.79 3.04 -1.42
H 0.28 4.44 -1.21
C 1.23 6.90 0.27
Si 0.15 6.72 1.78
C 1.07 6.02 3.23
C -0.77 8.29 2.15
Si -1.53 5.13 1.18
Te -1.35 2.90 2.14
Si -2.48 3.64 4.36
C -4.04 2.66 4.44
C -2.75 5.47 4.13
C -1.23 3.21 5.66
Si -3.40 5.52 -0.25
C -4.28 3.89 -0.44
C -4.42 6.82 0.61
C -2.68 6.15 -1.85
H 1.87 7.77 0.41
H 0.66 7.07 -0.65
H 1.87 6.03 0.12
H 1.96 6.63 3.43
H 1.40 4.99 3.05
H 0.47 6.02 4.14
H -0.05 9.05 2.47
H -1.51 8.18 2.95
H -1.28 8.68 1.27
H -4.68 2.87 3.58
H -4.58 2.94 5.35
H -3.85 1.59 4.48
H -3.42 5.67 3.28
H -1.81 6.00 4.00
H -3.24 5.91 5.01
H -0.97 2.15 5.63
H -1.65 3.44 6.64
H -0.32 3.79 5.52
H -4.70 3.55 0.51
H -3.61 3.11 -0.81
H -5.10 4.00 -1.15
H -4.84 6.47 1.55
H -5.25 7.10 -0.04
H -3.84 7.73 0.81
H -2.07 5.40 -2.36
H -2.08 7.05 -1.71
H -3.50 6.42 -2.52
```